[1]
{"formula": "C24H24Br2N6O4PtSTe", "method": "wB97M-V/def2-TZVPD", "elements": ["Pt", "C", "C", "C", "C", "C", "C", "Br", "C", "C", "Br", "C", "O", "C", "N", "H", "H", "H", "H", "H", "H", "N", "C", "C", "C", "C", "C", "C", "S", "O", "O", "N", "C", "N", "C", "C", "C", "N", "H", "H", "H", "H", "H", "H", "H", "H", "H", "C", "N", "C", "C", "C", "O", "H", "H", "H", "H", "H", "H", "H", "H", "H", "Te"], "positions_angstrom": [[-0.053379, 0.547415, 0.308897], [-1.653295, 3.532263, 0.737232], [-0.195722, 3.714345, 0.443857], [0.411888, 4.982455, 0.565878], [1.750519, 5.131685, 0.374754], [2.553101, 4.010327, 0.065386], [3.962515, 4.019348, -0.063046], [4.931919, 5.642197, 0.095533], [4.642351, 2.860116, -0.279653], [3.947323, 1.641969, -0.422232], [4.923432, 0.046196, -0.700685], [2.570255, 1.567922, -0.378491], [1.870351, 0.473347, -0.570194], [1.885176, 2.783184, -0.078677], [0.532914, 2.666813, 0.097077], [-2.091772, 4.456222, 1.117733], [-1.783243, 2.743752, 1.480060], [-2.193468, 3.226610, -0.157083], [-0.203826, 5.832534, 0.833180], [2.214921, 6.103011, 0.473557], [5.722175, 2.867543, -0.342948], [4.120525, -3.777392, 4.325828], [3.126966, -2.853148, 4.038562], [1.995281, -2.754867, 4.856911], [1.004509, -1.840074, 4.572863], [1.123440, -1.014856, 3.456286], [2.240729, -1.112095, 2.624476], [3.226635, -2.034525, 2.909627], [-0.035628, 0.279268, 3.227813], [-0.661676, 0.560406, 4.481354], [0.690965, 1.363952, 2.584670], [-1.155531, -0.083405, 2.047056], [-1.830804, -1.310348, 2.127469], [-2.615652, -1.599763, 1.091968], [-3.308026, -2.730290, 1.133304], [-3.243897, -3.600893, 2.204614], [-2.400012, -3.214325, 3.229456], [-1.690636, -2.087852, 3.205450], [4.159249, -4.135404, 5.261696], [5.015709, -3.634123, 3.896786], [1.907335, -3.399865, 5.725459], [0.132008, -1.749147, 5.206403], [2.342660, -0.478577, 1.749743], [4.091577, -2.114267, 2.256272], [-3.937038, -2.935017, 0.268461], [-3.811220, -4.520546, 2.238219], [-2.282146, -3.833454, 4.116704], [-0.638654, -3.971328, -2.458348], [-0.096235, -2.830218, -1.723150], [0.410784, -1.729184, -2.537341], [0.008246, -2.828379, -0.384627], [-0.246388, -4.129843, 0.340833], [0.328746, -1.837837, 0.295209], [-1.061152, -3.603988, -3.390800], [-1.434285, -4.464236, -1.906697], [0.133406, -4.708040, -2.698478], [-0.406590, -1.234423, -3.056857], [1.112423, -2.133390, -3.271372], [0.935708, -1.012950, -1.921397], [-1.287402, -4.445256, 0.253933], [-0.016758, -3.972581, 1.390627], [0.387057, -4.925491, -0.060297], [-2.299564, 0.371696, -0.943719]], "forces_ev_per_a": [[-0.1, 0.9, -1.3], [0.2, 0.2, 0.1], [-0.3, -0.3, 0.1], [0.0, 0.0, -0.1], [0.1, 0.0, 0.0], [-0.3, 0.1, 0.0], [0.0, 0.1, 0.0], [-0.1, 0.0, 0.0], [0.0, -0.2, 0.0], [0.2, 0.0, -0.1], [0.0, 0.1, 0.0], [-0.3, -0.3, -0.1], [0.5, 0.2, 0.4], [0.0, -0.2, -0.1], [-0.9, -1.1, 0.5], [0.1, -0.1, 0.0], [0.0, 0.0, 0.0], [0.0, -0.1, -0.1], [0.0, -0.1, 0.0], [0.0, 0.0, 0.0], [0.0, 0.0, 0.0], [-0.3, 0.0, -0.2], [0.1, -0.1, 0.1], [0.1, -0.1, 0.0], [0.0, 0.1, -0.2], [0.2, -0.1, 0.1], [-0.2, 0.0, 0.0], [0.1, 0.0, 0.0], [0.0, 0.6, -0.2], [-0.3, -0.2, 0.1], [0.3, 0.1, 0.6], [0.4, -1.0, 0.3], [0.2, 0.9, -0.1], [0.0, -0.4, -0.3], [-0.1, 0.3, -0.2], [0.0, 0.0, 0.0], [0.2, 0.2, 0.2], [-0.2, -0.1, 0.2], [0.0, 0.0, 0.1], [0.1, 0.0, 0.0], [0.0, 0.1, 0.0], [0.1, 0.0, 0.0], [0.0, 0.0, 0.1], [-0.1, 0.0, 0.1], [0.1, 0.0, 0.1], [0.0, 0.0, 0.0], [0.0, 0.1, -0.1], [0.2, 0.1, 0.1], [-0.1, 0.0, 0.1], [0.0, -0.2, -0.1], [-0.2, 0.0, 0.0], [0.1, 0.0, -0.1], [-0.1, 0.2, -0.3], [0.0, 0.0, 0.0], [0.0, 0.0, 0.0], [0.0, 0.0, 0.0], [0.0, 0.1, 0.0], [0.0, 0.0, 0.0], [0.0, 0.1, 0.1], [0.0, 0.0, 0.0], [0.0, 0.0, 0.0], [-0.1, 0.0, 0.0], [0.2, 0.1, 0.0]], "nbo_charge": [1.108, -0.660, 0.289, -0.248, -0.102, -0.131, -0.087, 0.056, -0.225, -0.155, 0.065, 0.290, -0.767, 0.190, -0.416, 0.222, 0.262, 0.253, 0.229, 0.236, 0.243, -0.796, 0.200, -0.314, -0.058, -0.439, -0.118, -0.280, 2.316, -0.925, -1.002, -0.908, 0.561, -0.481, 0.093, -0.359, 0.106, -0.494, 0.383, 0.384, 0.208, 0.238, 0.241, 0.215, 0.203, 0.230, 0.199, -0.407, -0.404, -0.430, 0.724, -0.715, -0.687, 0.217, 0.210, 0.198, 0.215, 0.194, 0.268, 0.231, 0.252, 0.230, -0.150], "homo_energy_ev": [-6.51, -6.47], "e_tot_ha": -7491.9463, "de_lowest_kcal_mol": 99.6, "orbital_gap_ha": [0.1755, 0.1744], "multiplicity": 1}



[2]
{"formula": "C24H24Br4N2O2Pd", "method": "wB97M-V/def2-TZVPD", "elements": ["Pd", "C", "C", "C", "C", "C", "C", "C", "N", "C", "C", "C", "C", "C", "C", "C", "N", "C", "C", "C", "C", "H", "H", "H", "H", "H", "H", "H", "H", "H", "H", "H", "H", "H", "H", "H", "H", "H", "H", "H", "H", "H", "H", "H", "H", "Br", "C", "C", "Br", "C", "Br", "C", "O", "C", "O", "C", "Br"], "positions_angstrom": [[-1.740390, -1.768313, -0.008441], [4.919316, -0.109427, -1.250637], [4.516788, -0.907509, -0.003399], [4.917768, -0.113326, 1.246814], [5.314606, -2.213768, -0.004950], [3.002486, -1.154064, -0.004720], [2.457276, -2.492557, -0.007092], [1.088288, -2.633350, -0.008097], [0.226818, -1.621958, -0.007055], [0.705946, -0.281278, -0.004434], [2.146811, -0.105090, -0.003474], [-0.251672, 0.676482, -0.002514], [-0.062334, 2.117414, 0.000617], [-1.108130, 2.974193, 0.001911], [-2.452853, 2.428904, 0.000302], [-2.602919, 1.064459, -0.002484], [-1.593341, 0.197575, -0.003865], [-0.943220, 4.489882, 0.004916], [0.519796, 4.928791, 0.006344], [-1.616067, 5.074722, 1.255686], [-1.615066, 5.079557, -1.244130], [6.002106, 0.063113, -1.267852], [4.414787, 0.856952, -1.276002], [4.639055, -0.653803, -2.155005], [6.000535, 0.059174, 1.265891], [4.636404, -0.660530, 2.149133], [4.413195, 0.852963, 1.274579], [6.386145, -1.990033, -0.003933], [5.091254, -2.813777, -0.888824], [5.090145, -2.816536, 0.876770], [3.073966, -3.377238, -0.008098], [0.629161, -3.617159, -0.010028], [2.526529, 0.911732, -0.001454], [0.956515, 2.482961, 0.001704], [-3.331251, 3.058919, 0.001132], [-3.588703, 0.609598, -0.003792], [1.043799, 4.557911, 0.889670], [0.575759, 6.021964, 0.008456], [1.044517, 4.561283, -0.877965], [-1.146066, 4.675546, 2.157164], [-2.674168, 4.814910, 1.291581], [-1.525792, 6.166785, 1.267719], [-1.144360, 4.683846, -2.146770], [-1.524750, 6.171655, -1.251888], [-2.673146, 4.819921, -1.281865], [-5.361363, -7.736927, 0.040865], [-4.894743, -5.897209, 0.018349], [-5.870309, -4.920976, -0.007579], [-7.710442, -5.386283, -0.021485], [-5.489282, -3.566191, -0.023812], [-6.772499, -2.168772, -0.059560], [-4.155178, -3.161957, -0.014758], [-3.787049, -1.915569, -0.029283], [-3.134404, -4.183387, 0.012609], [-1.887722, -3.815820, 0.021256], [-3.539600, -5.517091, 0.028195], [-2.142979, -6.801318, 0.063584]], "forces_ev_per_a": [[-0.1, -0.1, 0.0], [0.0, 0.0, 0.0], [0.0, 0.0, 0.0], [0.0, 0.0, 0.0], [0.0, 0.0, 0.0], [0.0, -0.1, 0.0], [0.0, 0.0, 0.0], [0.0, 0.0, 0.0], [0.1, 0.0, 0.0], [0.1, -0.1, 0.0], [-0.1, 0.0, 0.0], [-0.1, 0.1, 0.0], [0.0, -0.1, 0.0], [-0.1, 0.0, 0.0], [0.0, 0.0, 0.0], [0.0, 0.0, 0.0], [0.0, 0.1, 0.0], [0.0, 0.0, 0.0], [0.0, 0.0, 0.0], [0.0, 0.0, 0.0], [0.0, 0.0, 0.0], [0.0, 0.0, 0.0], [0.0, 0.0, 0.0], [0.0, 0.0, 0.0], [0.0, 0.0, 0.0], [0.0, 0.0, 0.0], [0.0, 0.0, 0.0], [0.0, 0.0, 0.0], [0.0, 0.0, 0.0], [0.0, 0.0, 0.0], [0.0, 0.0, 0.0], [0.0, 0.0, 0.0], [0.0, 0.0, 0.0], [0.0, 0.0, 0.0], [0.0, 0.0, 0.0], [0.0, 0.0, 0.0], [0.0, 0.0, 0.0], [0.0, 0.0, 0.0], [0.0, 0.0, 0.0], [0.0, 0.0, 0.0], [0.0, 0.0, 0.0], [0.0, 0.0, 0.0], [0.0, 0.0, 0.0], [0.0, 0.0, 0.0], [0.0, 0.0, 0.0], [0.0, 0.0, 0.0], [0.0, 0.0, 0.0], [0.0, 0.0, 0.0], [0.0, 0.0, 0.0], [0.0, 0.0, 0.0], [0.0, 0.0, 0.0], [0.0, 0.0, 0.0], [0.0, 0.0, 0.0], [0.0, 0.0, 0.0], [0.0, 0.0, 0.0], [0.0, 0.0, 0.0], [0.0, 0.0, 0.0]], "nbo_charge": [0.908, -0.593, -0.080, -0.593, -0.601, -0.024, -0.444, 0.076, -0.556, 0.102, -0.285, 0.012, -0.262, -0.019, -0.483, 0.088, -0.550, -0.062, -0.606, -0.600, -0.600, 0.178, 0.210, 0.209, 0.178, 0.209, 0.210, 0.185, 0.210, 0.210, 0.188, 0.210, 0.181, 0.191, 0.187, 0.210, 0.209, 0.187, 0.209, 0.209, 0.213, 0.179, 0.209, 0.179, 0.213, 0.021, -0.177, -0.176, 0.021, -0.201, 0.019, 0.258, -0.741, 0.348, -0.761, -0.230, 0.017], "homo_energy_ev": 0.80, "e_tot_ha": -11612.9421, "charge": -2, "orbital_gap_ha": 0.1221, "multiplicity": 1}